Entry from OMol25: a 3-piece molecular cluster, C47H41ClNO9PS overall (ωB97M-V/def2-TZVPD).

The geometry in ORCA input format:
```
! wB97M-V def2-TZVPD RIJCOSX def2/J DEFGRID3
* xyz 0 1
C -0.1682 -4.6750 1.9746
C 1.3069 -4.5979 2.2523
O 1.7575 -4.9314 3.3006
O 2.1359 -4.2258 1.2474
C 1.8201 -3.0055 0.5795
C 2.2298 -1.7835 1.3839
C 2.5208 -0.5760 0.5031
C 1.2660 0.0312 -0.1288
C 0.5309 0.8887 0.9140
C -0.8970 1.2289 0.4556
C -1.9316 0.3016 1.0285
C -2.7259 -0.5737 0.2371
S -2.4428 -0.4895 -1.5212
C -3.6503 -1.4737 0.8290
P -4.6951 -2.5786 -0.1773
O -4.2663 -2.8626 -1.5621
C -3.8186 -1.5080 2.2341
C -4.7993 -2.4082 2.9568
C -6.1125 -1.7410 3.4633
C -6.3411 -1.8458 4.9741
Cl -6.2449 -0.0228 2.9502
C -3.0571 -0.6188 2.9866
C -2.1578 0.2568 2.4047
C -1.5948 1.1067 3.5172
O -0.6395 1.8039 3.5417
N -2.4371 0.8919 4.6859
C -3.0487 -0.3891 4.4553
O -3.3759 -1.1255 5.3267
H -0.3808 -5.4482 1.2435
H -0.6527 -4.9161 2.9107
H -0.5866 -3.7359 1.6274
H 0.7542 -2.9426 0.3709
H 2.3125 -3.0164 -0.3879
H 3.1103 -2.0045 1.9823
H 1.4417 -1.5649 2.1052
H 2.9683 0.1886 1.1373
H 3.2735 -0.8385 -0.2380
H 0.6136 -0.7414 -0.5334
H 1.5916 0.7067 -0.9174
H 1.1142 1.7889 1.0617
H 0.5039 0.3245 1.8347
H -0.9032 1.2210 -0.6232
H -1.1504 2.2442 0.7611
H -3.6808 -0.4643 -2.0247
H -5.9707 -1.9787 -0.1288
H -4.8555 -3.7719 0.5368
H -5.0932 -3.2414 2.3404
H -4.2699 -2.8398 3.7985
H -6.9402 -2.2355 2.9729
H -7.3419 -2.2039 5.1863
H -6.1978 -0.8807 5.4417
H -5.6319 -2.5244 5.4313
H -3.1259 1.6408 4.6357
O -4.8650 -1.8356 -7.8423
C -3.6922 -1.5262 -7.8747
C -2.8224 -1.6745 -6.6744
C -3.3630 -2.2002 -5.5067
C -2.5664 -2.3750 -4.3866
C -1.2191 -2.0255 -4.4367
C -0.6758 -1.4910 -5.5924
C -1.4750 -1.3079 -6.7141
C -0.8767 -0.7145 -7.9417
O 0.2800 -0.3481 -7.9622
C -1.7411 -0.5865 -9.1502
C -1.1971 -0.0685 -10.3185
C -1.9769 0.0333 -11.4576
C -3.3042 -0.3823 -11.4350
C -3.8541 -0.8890 -10.2703
C -3.0774 -0.9898 -9.1232
H -4.4088 -2.4738 -5.4818
H -2.9907 -2.7849 -3.4806
H -0.5941 -2.1705 -3.5656
H 0.3684 -1.2135 -5.6337
H -0.1637 0.2487 -10.3282
H -1.5508 0.4345 -12.3677
H -3.9096 -0.3087 -12.3287
H -4.8858 -1.2108 -10.2434
O 7.4666 6.0346 5.2162
C 6.8165 5.1853 4.6442
C 5.9703 4.2224 5.4042
C 5.9117 4.3197 6.7884
C 5.1047 3.4549 7.5076
C 4.3511 2.4896 6.8480
C 4.4161 2.3790 5.4698
C 5.2288 3.2404 4.7436
C 5.2973 3.0946 3.2629
O 4.6925 2.2085 2.6962
C 6.1250 4.0712 2.4998
C 6.1766 3.9778 1.1149
C 6.9194 4.8921 0.3882
C 7.6141 5.9045 1.0418
C 7.5750 5.9955 2.4224
C 6.8346 5.0784 3.1570
H 6.4965 5.0758 7.2933
H 5.0577 3.5341 8.5855
H 3.7129 1.8222 7.4115
H 3.8365 1.6288 4.9503
H 5.6314 3.1896 0.6147
H 6.9567 4.8194 -0.6907
H 8.1882 6.6223 0.4710
H 8.1155 6.7771 2.9378
*
```

Results
Frontier orbital gap: 8.164 eV
Molecular weight: 862.337 g mol⁻¹
Electronic energy: -3747.31932 a.u.
Structure (SMILES): CC(=O)OCCCCCCc1c(S)c([PH2]=O)c(C[C@@H](C)Cl)c2c1C(=O)NC2=O.O=C1c2ccccc2C(=O)c2ccccc21.O=C1c2ccccc2C(=O)c2ccccc21
HOMO energy: -9.2 eV
Maximum force: 0.020 Eh/bohr